Run i
This record from the Open Molecules 2025 dataset describes a gas-phase ion, C13H15N2 (charge +1). The level of theory is ωB97M-V with the def2-TZVPD basis set.

The HOMO energy is -12.4 eV. Its LUMO energy is -3.830 eV. The SMILES is N[C@@H](C1=CC=CC=C[NH2+]1)c1ccccc1. The charge is +1.

Atoms and positions in Å:
N (0.2150, 1.7851, 1.1327)
C (0.3433, 0.3143, 1.0491)
C (-0.9184, -0.1739, 0.4103)
C (-1.5080, -1.3675, 0.5081)
C (-2.6411, -1.8237, -0.1515)
C (-3.6786, -1.1201, -0.6751)
C (-3.9726, 0.3228, -0.5007)
C (-3.0145, 1.2478, -0.4195)
N (-1.5503, 0.9493, -0.5664)
C (1.6919, -0.0426, 0.3139)
C (2.7472, -0.6433, 1.0078)
C (4.0498, -0.7639, 0.4532)
C (4.1677, -0.3121, -0.8725)
C (3.0794, 0.1156, -1.5987)
C (1.8399, 0.3045, -1.0371)
H (-0.2912, 1.8241, 2.0864)
H (1.0732, 2.1404, 1.3064)
H (0.4375, -0.3674, 1.9106)
H (-1.0047, -1.9073, 1.4358)
H (-2.7538, -2.9143, -0.2666)
H (-4.5829, -1.6637, -0.8601)
H (-5.0547, 0.5657, -0.3104)
H (-3.3085, 2.2449, -0.1705)
H (-1.0161, 1.8050, -0.2140)
H (-1.3145, 0.7063, -1.5827)
H (2.6140, -0.9455, 1.9990)
H (4.7139, -1.2433, 1.0376)
H (5.2300, -0.2933, -1.3819)
H (3.3800, 0.5365, -2.4604)
H (1.0271, 0.7196, -1.5829)

natural (NBO) atomic charge list, values in e, 6 entries: number 1, N, carries -0.822; number 2, C, carries -0.148; number 3, C, carries 0.204; number 4, C, carries -0.213; number 5, C, carries -0.206; number 6, C, carries -0.195

***

Run ii
This record from the Open Molecules 2025 dataset describes a gas-phase ion, C13H15N2 (charge +1). The level of theory is ωB97M-V with the def2-TZVPD basis set.

The HOMO energy is -11.8 eV. Its LUMO energy is -3.275 eV. The SMILES is C=C1c2ccccc2[N@+]2(C)C=CN(C)[C@H]12. The charge is +1.

Atoms and positions in Å:
C (-1.7121, 2.0947, 0.2505)
C (-0.9031, 1.0423, 0.0465)
C (-0.9846, -0.0776, -0.8189)
C (-2.0182, -0.5015, -1.5954)
C (-1.9222, -1.4836, -2.5720)
C (-0.7203, -2.2159, -2.6754)
C (0.3655, -1.7801, -1.8814)
C (0.2122, -0.7184, -0.9905)
N (1.2805, -0.1131, -0.0801)
C (2.4077, 0.4105, -0.7742)
C (1.5181, -1.0923, 0.9694)
C (0.9007, -0.7211, 2.1406)
N (0.4043, 0.5790, 1.9692)
C (-0.4824, 1.1681, 2.9786)
C (0.4521, 0.9785, 0.6681)
H (-1.3324, 2.8753, 0.9932)
H (-2.7037, 2.1237, -0.2886)
H (-2.9476, -0.0236, -1.3444)
H (-2.8079, -1.7935, -3.1948)
H (-0.7733, -3.1004, -3.2256)
H (1.3361, -2.2846, -1.8967)
H (3.3519, 0.2616, -0.0793)
H (2.8073, -0.0463, -1.6391)
H (2.2432, 1.5149, -0.9306)
H (2.1301, -1.9120, 0.7198)
H (0.6861, -1.1323, 3.0738)
H (-1.4723, 1.0281, 2.4740)
H (-0.2438, 0.7671, 3.8478)
H (-0.1957, 2.2276, 3.1236)
H (1.1239, 1.9250, 0.7319)

natural (NBO) atomic charge list, values in e, 6 entries: number 1, C, carries -0.334; number 2, C, carries -0.079; number 3, C, carries -0.123; number 4, C, carries -0.150; number 5, C, carries -0.169; number 6, C, carries -0.162

***

Stability ranking, top and bottom: run i is the most stable and run ii is the least stable.

***

Run i
This record from the Open Molecules 2025 dataset describes a single FH3NOP molecule. The level of theory is ωB97M-V with the def2-TZVPD basis set.

The HOMO energy is -9.9 eV. Its LUMO energy is 0.937 eV. The SMILES is NP(O)F. The charge is 0.

Atoms and positions in Å:
N (1.0377, -0.1556, 0.0680)
P (-0.0996, -0.6794, -1.1358)
O (-1.2149, 0.5156, -0.8255)
F (0.9286, 0.0317, -2.1747)
H (0.6442, 0.0390, 1.0448)
H (1.7842, -0.7924, -0.0321)
H (-0.8060, 1.2696, -0.3311)

natural (NBO) atomic charge list, values in e, 6 entries: number 1, N, carries -1.192; number 2, P, carries 1.510; number 3, O, carries -0.997; number 4, F, carries -0.593; number 5, H, carries 0.393; number 6, H, carries 0.382

***

Run ii
This record from the Open Molecules 2025 dataset describes 2 unconnected molecules or ions with the total composition FH3NOP. The level of theory is ωB97M-V with the def2-TZVPD basis set.

The HOMO energy is -10.9 eV. Its LUMO energy is -0.347 eV. The SMILES is NP=O.F. The charge is 0.

Atoms and positions in Å:
N (-0.5228, -0.5280, 0.8923)
P (1.0851, -0.8139, 0.5508)
O (1.4433, 0.1780, -0.5038)
H (-0.9946, -1.2178, 1.5663)
H (-0.9923, 0.1219, 0.2733)
F (-0.3408, 1.4163, -1.5299)
H (0.3222, 0.8434, -1.2489)

natural (NBO) atomic charge list, values in e, 6 entries: number 1, N, carries -1.198; number 2, P, carries 1.452; number 3, O, carries -1.064; number 4, H, carries 0.426; number 5, H, carries 0.442; number 6, F, carries -0.609

***

Stability ranking, top and bottom: run i is the most stable and run ii is the least stable.

***

Run i
This record from the Open Molecules 2025 dataset describes a gas-phase ion, C3H8N5 (charge +1). The level of theory is ωB97M-V with the def2-TZVPD basis set.

The HOMO energy (alpha / beta) is -12.1 / -12.5 eV. Its LUMO energy (alpha / beta) is -5.137 / -5.340 eV. The SMILES is N/N=C/C=C(/N)N=[NH2+]. The charge is +1.

Atoms and positions in Å:
N (-1.3774, 0.5961, 2.3859)
N (-0.7222, 0.1926, 1.4231)
C (-1.3213, -0.3473, 0.3673)
C (-0.5328, -0.7935, -0.7567)
C (0.7328, -0.3917, -1.3551)
N (1.0180, -0.5527, -2.6491)
N (1.5326, 0.5214, -0.7108)
N (1.5729, 0.8770, 0.5601)
H (-0.8661, 0.7064, 3.2818)
H (-2.3305, 0.5980, 2.5435)
H (-2.4240, -0.4747, 0.3066)
H (-1.1566, -1.3847, -1.3280)
H (0.3687, -0.9977, -3.3239)
H (2.0144, -0.4340, -2.8997)
H (1.3762, 0.2394, 1.3056)
H (2.1153, 1.6454, 0.8493)

natural (NBO) atomic charge list, values in e, 6 entries: number 1, N, carries -0.449; number 2, N, carries -0.160; number 3, C, carries -0.064; number 4, C, carries -0.180; number 5, C, carries 0.341; number 6, N, carries -0.753

***

Run ii
This record from the Open Molecules 2025 dataset describes a gas-phase ion, C3H8N5 (charge +1). The level of theory is ωB97M-V with the def2-TZVPD basis set.

The HOMO energy (alpha / beta) is -13.0 / -12.9 eV. Its LUMO energy (alpha / beta) is -6.820 / -6.936 eV. The SMILES is [H]/N=C(/N)C/N=C\N=[NH2+]. The charge is +1.

Atoms and positions in Å:
H (1.9272, -2.2385, 0.6140)
N (2.0189, -1.5110, 0.0018)
C (1.7472, -0.3139, -0.0068)
N (2.1186, 0.5059, -0.9539)
C (0.7824, 0.2844, 1.1970)
N (-0.0164, 1.1631, 0.4665)
C (-1.0728, 0.8088, -0.1865)
N (-1.7826, -0.3227, 0.0984)
N (-2.8550, -0.7095, -0.5335)
H (2.3231, 1.5161, -0.9492)
H (2.8697, 0.0721, -1.6076)
H (0.4338, -0.5528, 1.7607)
H (1.5384, 0.9632, 1.8714)
H (-1.4951, 1.5427, -0.8805)
H (-3.2441, -1.4739, 0.0289)
H (-3.0324, -0.2537, -1.3875)

natural (NBO) atomic charge list, values in e, 6 entries: number 1, H, carries 0.397; number 2, N, carries -0.657; number 3, C, carries 0.508; number 4, N, carries -0.810; number 5, C, carries -0.322; number 6, N, carries -0.189

***

Stability ranking, top and bottom: run i is the most stable and run ii is the least stable.

***

Run i
This record from the Open Molecules 2025 dataset describes a single C2H2Cl3OP molecule. The level of theory is ωB97M-V with the def2-TZVPD basis set.

The HOMO energy (alpha / beta) is -9.5 / -9.8 eV. Its LUMO energy (alpha / beta) is -2.628 / -2.684 eV. The charge is 0.

Atoms and positions in Å:
C (0.1569, -0.5983, -0.6243)
C (1.2040, 0.0611, 0.3265)
O (-1.5660, 0.0221, 1.3832)
P (-1.6402, -0.0047, -0.0589)
Cl (-3.8751, 0.1434, -0.5158)
Cl (2.6700, -0.8623, -0.1328)
Cl (1.6446, 1.8383, -0.0642)
H (0.3731, -0.6128, -1.7674)
H (1.0329, 0.0131, 1.4537)

natural (NBO) atomic charge list, values in e, 6 entries: number 1, C, carries -0.527; number 2, C, carries -0.271; number 3, O, carries -0.988; number 4, P, carries 1.613; number 5, Cl, carries -0.312; number 6, Cl, carries 0.033

***

Run ii
This record from the Open Molecules 2025 dataset describes a single C2H2Cl3OP molecule. The level of theory is ωB97M-V with the def2-TZVPD basis set.

The HOMO energy is -9.1 eV. Its LUMO energy is -0.865 eV. The charge is 0.

Atoms and positions in Å:
C (-0.6588, 0.2227, -0.1474)
C (0.4916, 1.0924, 0.1767)
O (0.9857, -2.0372, -0.2834)
P (-0.3286, -1.4443, -0.1170)
Cl (-2.2566, 0.8221, 0.0322)
Cl (1.2623, 0.5217, 1.6839)
Cl (1.6619, 0.9504, -1.1513)
H (-1.3919, -2.2721, -0.4974)
H (0.2344, 2.1445, 0.3038)

natural (NBO) atomic charge list, values in e, 6 entries: number 1, C, carries -0.633; number 2, C, carries -0.267; number 3, O, carries -0.987; number 4, P, carries 1.603; number 5, Cl, carries 0.063; number 6, Cl, carries -0.010

***

Stability ranking, top and bottom: run ii is the most stable and run i is the least stable.